# 1
Molecular formula: C33H68BrN3O3S2
Method: DFT, wB97M-V/def2-TZVPD

Positions of all 110 atoms, in Å:
C1 -3.05845 3.43387 1.40740
C2 -1.63647 3.13573 0.92048
S1 -0.35729 4.29798 1.45060
C3 0.03989 3.70128 3.12631
S2 -0.92142 2.40283 3.90495
C4 -0.39063 0.92839 2.99766
C5 -0.63628 -0.36802 3.75090
C6 -2.11201 -0.63662 4.05494
Br1 0.47218 -0.43179 5.35529
H1 -3.54716 4.16434 0.76004
H2 -3.07150 3.85685 2.42167
H3 -3.67067 2.52541 1.42451
H4 -1.31641 2.12221 1.16462
H5 -1.59783 3.18430 -0.17236
H6 1.05694 3.29270 3.15126
H7 -0.01466 4.52949 3.83886
H8 -2.11709 2.60241 3.32178
H9 -0.91312 0.90797 2.03738
H10 0.67224 1.08934 2.81626
H11 -0.22115 -1.15027 3.11180
H12 -2.53720 -1.29500 3.29227
H13 -2.70854 0.28356 4.05381
H14 -2.24898 -1.10839 5.02762
C7 -7.15375 -1.24061 -1.63389
C8 -6.74784 0.09691 -1.00344
C9 -6.81916 1.24048 -2.02404
C10 -5.72365 1.18261 -3.08539
C11 -4.33663 1.10594 -2.45179
C12 -4.19445 -0.03903 -1.44042
N1 -5.34224 0.05693 -0.46690
O1 -5.13348 0.86642 0.50393
C13 -4.13524 -1.39471 -2.14281
C14 -2.91555 0.12250 -0.63324
C15 -7.68573 0.37068 0.16664
H15 -8.23827 -1.33173 -1.58183
H16 -6.87540 -1.32775 -2.68072
H17 -6.72135 -2.07994 -1.08952
H18 -6.74546 2.18902 -1.48301
H19 -7.80743 1.21362 -2.48999
H20 -5.88153 0.33696 -3.75903
H21 -5.78260 2.07739 -3.70698
H22 -3.56692 0.97878 -3.21711
H23 -4.12787 2.05058 -1.93772
H24 -4.20391 -2.20830 -1.41939
H25 -3.17600 -1.47235 -2.65190
H26 -4.91112 -1.53224 -2.88852
H27 -2.87765 1.11186 -0.18914
H28 -2.05018 -0.01011 -1.28063
H29 -2.86287 -0.62203 0.16424
H30 -7.59829 -0.40913 0.92418
H31 -8.70905 0.37424 -0.21109
H32 -7.48071 1.32913 0.63380
C16 6.59853 -2.65884 1.96922
C17 6.43541 -1.14574 1.78662
C18 6.80853 -0.38184 3.06086
C19 5.80320 -0.51839 4.20361
C20 4.39894 -0.15368 3.73618
C21 3.95985 -0.94341 2.49559
N2 5.01780 -0.77451 1.43503
O2 4.91630 0.34359 0.80766
C22 3.67672 -2.41056 2.82134
C23 2.67479 -0.35509 1.94474
C24 7.32579 -0.70786 0.62916
H33 7.63454 -2.92251 1.75972
H34 6.38040 -2.99974 2.97828
H35 5.96646 -3.20971 1.27242
H36 6.90062 0.67685 2.80009
H37 7.79773 -0.72092 3.37766
H38 5.81551 -1.52742 4.62349
H39 6.10066 0.15010 5.01272
H40 3.63834 -0.29196 4.52546
H41 4.37376 0.91213 3.48054
H42 3.51814 -2.98430 1.90690
H43 2.76579 -2.46106 3.42116
H44 4.46361 -2.88877 3.39406
H45 2.75862 0.71653 1.77085
H46 1.90947 -0.56174 2.68971
H47 2.39017 -0.82751 1.00622
H48 7.02780 -1.20257 -0.29641
H49 8.35255 -0.99405 0.86042
H50 7.28609 0.36591 0.47277
C25 3.33130 0.18378 -3.19652
C26 2.11138 0.15093 -2.26558
C27 1.98217 -1.21693 -1.58497
C28 1.53496 -2.32677 -2.53320
C29 0.24453 -1.95077 -3.25796
C30 0.31667 -0.59608 -3.97612
N3 0.82339 0.41851 -2.98886
O3 -0.09036 0.91065 -2.24008
C31 1.20056 -0.67581 -5.22185
C32 -1.07220 -0.15706 -4.42311
C33 2.29563 1.26144 -1.24269
H51 4.20705 0.44640 -2.60313
H52 3.53940 -0.77121 -3.67151
H53 3.21045 0.93734 -3.97440
H54 1.24798 -1.12966 -0.77577
H55 2.94746 -1.45719 -1.12815
H56 2.32489 -2.55938 -3.25128
H57 1.36933 -3.24191 -1.96146
H58 -0.01729 -2.71217 -3.99702
H59 -0.57568 -1.91186 -2.53397
H60 1.38279 0.31963 -5.62817
H61 0.67356 -1.25926 -5.97699
H62 2.15717 -1.15772 -5.05110
H63 -1.78013 -0.16230 -3.59886
H64 -1.42000 -0.84741 -5.19309
H65 -1.04259 0.84816 -4.84463
H66 2.33105 2.23021 -1.74398
H67 3.22959 1.11231 -0.70267
H68 1.48076 1.28648 -0.52129

Values from the calculation:
* charge: +1
* 2S+1: 4
* gap between HOMO and LUMO (alpha / beta): 7.4 / 8.6 eV

Löwdin population analysis, charges in e, atoms 1 to 8:
1 C -0.14
2 C -0.57
3 S 0.90
4 C -0.67
5 S 1.11
6 C -0.44
7 C -0.78
8 C -0.11

=====

# 2
Molecular formula: C24H26N7STc
Method: DFT, wB97M-V/def2-TZVPD

Positions of all 59 atoms, in Å:
Tc1 0.10176 0.58727 -0.65751
C1 -3.41611 -1.95806 -1.15250
C2 -2.94276 -2.94025 -2.03661
C3 -1.64603 -2.89015 -2.46745
C4 -0.79471 -1.83469 -2.01548
C5 -1.28608 -0.82373 -1.11821
C6 -2.58933 -0.91044 -0.69506
C7 0.55882 -1.70934 -2.40381
C8 1.22141 -2.61465 -3.28025
C9 2.52431 -2.41282 -3.60411
C10 3.22355 -1.31232 -3.05979
C11 4.56765 -1.06387 -3.36413
C12 5.21042 0.00654 -2.80143
C13 4.52496 0.87923 -1.89285
C14 3.22311 0.68152 -1.58196
C15 2.51767 -0.41811 -2.15957
N1 1.22269 -0.62940 -1.87174
H1 -4.44386 -2.00986 -0.81239
H2 -3.60355 -3.72847 -2.37037
H3 -1.28350 -3.64774 -3.14812
H4 -3.00662 -0.18110 -0.01013
H5 0.68091 -3.45451 -3.68782
H6 3.03916 -3.08894 -4.27556
H7 5.08715 -1.72767 -4.04307
H8 6.24837 0.20125 -3.03834
H9 5.06499 1.70747 -1.45346
H10 2.72536 1.35423 -0.89532
C16 -3.34284 3.04685 -2.26052
N2 -2.36091 3.94111 -1.63664
C17 -2.64734 5.20334 -1.15054
C18 -1.47965 5.76025 -0.76126
N3 -0.50395 4.82262 -1.01356
C19 -1.04632 3.72203 -1.55032
S1 -0.14378 2.37160 -2.18947
H11 -4.33413 3.37070 -1.95988
H12 -3.17335 2.02788 -1.92425
H13 -3.25074 3.09881 -3.34298
H14 -3.65022 5.59366 -1.13198
H15 -1.26407 6.72466 -0.33551
H16 0.48621 4.95008 -0.86761
C20 -1.61078 -1.51567 4.67438
C21 -0.23105 -1.50287 5.32520
C22 0.07772 -0.16626 5.99288
C23 0.85799 -1.93177 4.34171
N4 0.84765 -1.12815 3.08977
C24 0.26593 -1.38379 1.93434
N5 0.49610 -0.34609 1.14346
N6 1.23136 0.54547 1.86399
N7 1.43878 0.08184 3.02894
H17 -2.38184 -1.35596 5.42623
H18 -1.82828 -2.47037 4.18585
H19 -1.71592 -0.70744 3.94170
H20 -0.20677 -2.28680 6.08654
H21 0.11870 0.65097 5.26917
H22 1.02878 -0.19476 6.52508
H23 -0.70008 0.07626 6.71573
H24 0.72273 -2.96548 4.02599
H25 1.85738 -1.81715 4.75575
H26 -0.28706 -2.27697 1.69487

Values from the calculation:
* charge: +3
* 2S+1: 4
* ΔE to the lowest compared entry with this formula, charge and spin: 1.252 eV
* gap between HOMO and LUMO (alpha / beta): 7.5 / 4.8 eV

natural (NBO) population analysis, charges in e, atoms 1 to 8:
1 Tc 1.01
2 C -0.01
3 C -0.21
4 C -0.11
5 C 0.01
6 C -0.14
7 C -0.26
8 C 0.23

=====

# 3
Molecular formula: C26H19F3N3OsS
Method: DFT, wB97M-V/def2-TZVPD

Positions of all 53 atoms, in Å:
Os1 0.53963 1.00528 0.17750
N1 -1.44281 1.60328 0.76250
C1 -2.43529 0.57779 1.02869
C2 -3.26197 0.71176 2.13075
C3 -4.20128 -0.26640 2.41184
C4 -4.30164 -1.37003 1.57815
C5 -3.48275 -1.47724 0.46688
C6 -2.53244 -0.50266 0.15469
C7 -1.71821 -0.62387 -1.08699
C8 -2.34148 -1.20084 -2.19640
C9 -1.66445 -1.41890 -3.38320
C10 -0.33234 -1.05439 -3.48747
C11 0.29538 -0.46015 -2.40393
C12 -0.37423 -0.21095 -1.20300
H1 -1.43510 2.26368 1.53413
H2 -1.75266 2.13734 -0.05118
H3 -3.16837 1.58068 2.77338
H4 -4.84497 -0.16813 3.27547
H5 -5.01201 -2.15623 1.79475
H6 -3.56223 -2.35725 -0.15832
H7 -3.38775 -1.47044 -2.13305
H8 -2.17989 -1.86758 -4.22172
H9 0.21303 -1.21750 -4.40756
H10 1.32895 -0.16552 -2.51582
F1 4.84737 4.52374 -2.79678
C13 3.73890 4.23922 -2.11010
F2 2.68010 4.57957 -2.86109
F3 3.71803 5.00835 -1.00977
C14 3.68323 2.77836 -1.73718
C15 4.72793 1.90481 -2.01045
C16 4.62795 0.57487 -1.63742
C17 3.47953 0.14257 -0.99666
N2 2.48007 0.97999 -0.72780
C18 2.57673 2.27399 -1.08324
S1 1.05694 3.04461 -0.54700
H11 5.61220 2.27077 -2.51443
H12 5.42818 -0.12152 -1.83923
H13 3.34680 -0.88851 -0.69638
C19 1.58296 0.56823 1.92543
C20 0.69035 -0.58820 2.08329
C21 0.79333 -1.61170 1.12994
C22 -0.09891 -2.68520 1.13773
C23 -1.06754 -2.75065 2.11775
C24 -1.16781 -1.74487 3.09828
C25 -0.32316 -0.66884 3.06268
C26 -1.99918 -3.84356 2.13153
N3 -2.76577 -4.69893 2.12962
H14 2.61319 0.29429 1.70844
H15 1.50793 1.34403 2.68358
H16 1.63219 -1.63233 0.44780
H17 -0.02015 -3.46750 0.39526
H18 -1.92599 -1.82738 3.86462
H19 -0.40052 0.11000 3.81144

Values from the calculation:
* charge: +1
* ΔE to the lowest compared entry with this formula, charge and spin: 0.000 eV
* gap between HOMO and LUMO: 7.4 eV

natural (NBO) population analysis, charges in e, atoms 1 to 8:
1 Os 0.74
2 N -0.78
3 C 0.21
4 C -0.25
5 C -0.19
6 C -0.19
7 C -0.18
8 C -0.12

=====

# 4
Molecular formula: C11H8BrDyNO4
Method: DFT, wB97M-V/def2-TZVPD

Positions of all 26 atoms, in Å:
Dy1 -1.13857 -0.65670 -0.82682
C1 0.96598 0.88052 0.15467
O1 1.62559 1.03827 1.08933
C2 -0.44104 -1.20823 1.39896
O2 0.23980 -1.09710 2.32791
C3 1.23374 -1.52859 -0.50852
O3 2.36159 -1.63691 -0.23863
C4 -1.29650 1.16841 0.87664
O4 -1.11905 2.04080 1.58503
C5 -3.31505 -2.35647 -1.22816
H1 -4.04115 -1.55021 -1.41566
H2 -2.85772 -2.81282 -2.12044
C6 -3.19193 -2.92186 -0.00093
H3 -2.63025 -3.85273 0.16060
H4 -3.80553 -2.59982 0.85225
Br1 -0.82557 5.06127 -3.03659
C7 -0.24052 3.27338 -3.14771
C8 0.63434 2.86975 -4.14341
C9 1.05350 1.53943 -4.18919
C10 0.51686 0.62651 -3.27953
N1 -0.38194 0.98373 -2.34535
C11 -0.68525 2.33662 -2.21500
H5 0.97831 3.55865 -4.88273
H6 1.82482 1.23663 -4.89522
H7 0.83562 -0.41969 -3.30301
H8 -1.30399 2.64950 -1.38125

Values from the calculation:
* charge: +3
* 2S+1: 6
* ΔE to the lowest compared entry with this formula, charge and spin: 0.205 eV
* gap between HOMO and LUMO (alpha / beta): 5.0 / 5.1 eV

Löwdin population analysis, charges in e, atoms 1 to 8:
1 Dy 1.69
2 C -0.04
3 O 0.22
4 C -0.09
5 O 0.25
6 C -0.03
7 O 0.23
8 C -0.08

=====

These records have E_tot values of -5058.1271; -1791.4190; -1954.7218; -4237.5351 Ha, in the order they appear.